{
  "formula": "C8H15NO4P",
  "method": "ωB97M-V/def2-TZVPD",
  "elements": ["C", "P", "C", "C", "C", "O", "N", "O", "H", "H", "H", "H", "H", "H", "H", "H", "H", "O", "C", "O", "C", "C", "C", "H", "H", "H", "H", "H", "H"],
  "positions_angstrom": [[-0.0835, 2.7571, -0.6986], [-1.2665, 1.3862, -1.0043], [-3.0434, 1.8290, -1.2085], [-0.7327, -0.3322, -0.8294], [-0.7316, -1.0829, -2.2276], [-0.3692, -0.2238, -3.3479], [-1.3575, -0.2431, -4.2772], [-1.3034, 0.6991, -4.9955], [-0.1751, 3.5412, -1.4639], [-0.1783, 3.2580, 0.2850], [0.9501, 2.4085, -0.7506], [-3.6934, 1.0763, -0.7490], [-3.3190, 1.9030, -2.2749], [-3.3172, 2.8002, -0.7620], [-1.4755, -0.8921, -0.2422], [-0.0057, -1.9056, -2.1611], [-1.7240, -1.5120, -2.4223], [-0.7581, -1.0902, 2.1168], [0.3988, -1.2949, 2.2650], [0.9689, -2.5275, 2.1410], [2.3597, -2.4513, 2.4744], [2.7398, -0.9943, 2.2805], [1.4460, -0.2762, 2.6369], [2.4884, -2.7801, 3.5110], [2.9221, -3.1183, 1.8220], [3.5979, -0.6891, 2.8808], [2.9804, -0.8129, 1.2314], [1.3714, -0.0694, 3.7068], [1.3107, 0.6374, 2.0635]],
  "forces_ev_per_a": [[-0.343, 0.801, 0.539], [0.680, -1.426, -0.234], [-0.276, 0.774, -0.261], [-0.335, 0.675, -1.353], [-0.009, 0.043, 1.437], [-0.362, -0.433, -0.012], [0.019, 0.465, 0.311], [0.212, -0.251, -0.230], [-0.021, -0.155, 0.116], [-0.023, -0.077, -0.177], [-0.251, -0.393, -0.138], [0.239, 0.005, 0.025], [-0.032, -0.079, 0.256], [0.166, -0.217, 0.025], [0.413, 0.117, 0.283], [-0.007, 0.172, -0.394], [0.190, 0.056, -0.372], [-0.541, -0.420, 0.384], [-0.233, 0.546, -0.063], [0.182, -0.190, 0.025], [0.059, -0.096, -0.042], [0.257, 0.256, 0.031], [0.572, -0.026, -0.259], [0.008, 0.016, 0.002], [-0.153, -0.085, -0.008], [-0.015, -0.088, 0.031], [-0.060, -0.017, 0.016], [-0.056, 0.040, -0.007], [-0.279, -0.014, 0.072]],
  "charge": -1,
  "lumo_energy_ev": 3.069,
  "energy_ha": -1010.71083,
  "de_lowest_kcal_mol": 196.8,
  "e_homo_ev": -1.4,
  "gap_ev": 4.51
}



{
  "formula": "C5H12N4",
  "method": "ωB97M-V/def2-TZVPD",
  "elements": ["C", "C", "C", "C", "H", "H", "H", "H", "H", "H", "H", "H", "C", "N", "N", "N", "N", "H", "H", "H", "H"],
  "positions_angstrom": [[1.5364, -1.3141, 0.4671], [1.6444, 1.0855, -0.3302], [0.8320, 0.0230, 0.3708], [0.0667, 0.4502, 1.5406], [2.4317, -1.2285, 1.0870], [0.8910, -2.0777, 0.8982], [1.8517, -1.6528, -0.5249], [1.6859, 0.8632, -1.4044], [2.6677, 1.1256, 0.0550], [1.1848, 2.0698, -0.2246], [-0.0167, -0.2916, 2.3323], [0.2865, 1.4459, 1.9154], [-1.6449, 0.1292, -0.2320], [-2.8485, -0.1285, -0.8533], [-0.5172, -0.3576, -0.7822], [-0.3805, -0.4385, -2.0709], [-1.5441, 0.6812, 0.9937], [-3.5383, 0.6074, -0.7664], [-2.6936, -0.4157, -1.8145], [0.4249, -1.0371, -2.2676], [-2.3201, 0.4611, 1.6107]],
  "forces_ev_per_a": [[0.014, 0.139, 0.003], [-0.107, -0.017, -0.017], [-1.016, -0.585, -2.293], [-3.419, 0.634, -0.059], [0.042, -0.008, 0.011], [-0.066, 0.006, 0.014], [-0.031, 0.092, 0.081], [-0.035, -0.074, 0.115], [-0.072, -0.007, 0.004], [0.023, -0.023, 0.030], [0.088, 0.078, -0.007], [0.205, -0.189, 0.086], [1.890, -1.963, -0.996], [0.073, 0.480, 0.262], [-0.488, 1.669, 3.296], [0.743, 0.119, -1.678], [2.088, 0.271, 0.944], [0.127, -0.115, -0.026], [0.127, 0.028, 0.001], [-0.451, -0.367, 0.048], [0.264, -0.169, 0.180]],
  "lumo_energy_ev": [0.768, 0.768],
  "energy_ha": -416.63259,
  "de_lowest_kcal_mol": 70.8,
  "e_homo_ev": [-6.1, -6.1],
  "gap_ev": [6.82, 6.82]
}



{
  "formula": "C36H32N7STl",
  "method": "ωB97M-V/def2-TZVPD",
  "elements": ["Tl", "C", "C", "C", "C", "C", "C", "C", "N", "N", "C", "C", "C", "C", "C", "C", "N", "C", "C", "C", "C", "C", "C", "N", "H", "H", "H", "H", "H", "H", "H", "H", "H", "H", "H", "H", "H", "H", "H", "H", "H", "H", "H", "H", "C", "C", "N", "C", "C", "C", "C", "C", "C", "C", "C", "C", "N", "C", "H", "H", "H", "H", "H", "H", "H", "H", "S", "C", "C", "C", "C", "C", "N", "H", "H", "H", "H"],
  "positions_angstrom": [[-0.3045, -0.1164, -0.3992], [0.5352, 0.8052, 2.9990], [-0.5234, -0.1573, 3.5286], [-1.8197, -0.1179, 2.7614], [-2.9872, -0.5864, 3.3635], [-4.2096, -0.3598, 2.7558], [-4.2338, 0.3996, 1.5937], [-3.0300, 0.7680, 1.0281], [-1.8493, 0.4664, 1.5636], [1.2283, 0.4138, 1.7649], [2.0425, -0.7760, 1.9586], [2.6671, -1.2750, 0.6839], [3.7182, -2.1837, 0.7345], [4.3089, -2.5863, -0.4493], [3.8736, -2.0236, -1.6410], [2.8150, -1.1343, -1.6016], [2.2025, -0.8042, -0.4699], [2.0753, 1.5415, 1.3574], [1.2588, 2.6779, 0.8043], [1.4906, 3.9972, 1.1735], [0.7139, 4.9972, 0.6102], [-0.2553, 4.6505, -0.3177], [-0.4160, 3.3134, -0.6340], [0.3205, 2.3636, -0.0813], [1.2813, 0.9594, 3.7939], [0.0487, 1.7637, 2.8010], [-0.7669, 0.1641, 4.5461], [-0.1361, -1.1742, 3.6241], [-2.9254, -1.1172, 4.3025], [-5.1252, -0.7210, 3.1984], [-5.1599, 0.6856, 1.1253], [-3.0008, 1.3370, 0.1096], [1.4108, -1.5704, 2.3623], [2.8478, -0.5891, 2.6886], [4.0677, -2.5478, 1.6872], [5.1107, -3.3042, -0.4394], [4.3479, -2.2707, -2.5761], [2.4525, -0.6533, -2.4986], [2.7555, 1.2061, 0.5699], [2.6833, 1.8959, 2.2024], [2.2662, 4.2327, 1.8854], [0.8518, 6.0281, 0.8912], [-0.8728, 5.3942, -0.7915], [-1.1585, 2.9847, -1.3464], [-0.3666, -4.3068, 1.9070], [-0.5787, -2.9959, 1.4730], [-0.2642, -2.5655, 0.2695], [0.1707, -3.4465, -0.6461], [0.4076, -4.8014, -0.3063], [0.1644, -5.2070, 1.0158], [0.8246, -5.7308, -1.2997], [0.8856, -5.3654, -2.6005], [0.5786, -4.0332, -2.9964], [0.5319, -3.6517, -4.3493], [0.2757, -2.3425, -4.6738], [0.0791, -1.4271, -3.6352], [0.0746, -1.7700, -2.3658], [0.2949, -3.0472, -2.0219], [-0.6286, -4.5956, 2.9142], [-1.0603, -2.2785, 2.1196], [0.3591, -6.2308, 1.2958], [1.0490, -6.7392, -0.9915], [1.1658, -6.0744, -3.3625], [0.6931, -4.3918, -5.1187], [0.2378, -2.0118, -5.7005], [-0.0968, -0.3839, -3.8550], [-1.9077, 0.8468, -2.3623], [-2.9587, -0.4533, -1.9534], [-4.1397, -0.6890, -2.6640], [-4.9381, -1.7428, -2.2763], [-4.5581, -2.5264, -1.1894], [-3.3815, -2.2135, -0.5410], [-2.6008, -1.2073, -0.9117], [-4.3950, -0.0508, -3.4935], [-5.8488, -1.9559, -2.8128], [-5.1648, -3.3524, -0.8556], [-3.0479, -2.7840, 0.3154]],
  "forces_ev_per_a": [[-0.369, 0.359, -0.461], [-0.270, -0.033, 0.380], [0.173, 0.111, -0.212], [-0.327, -0.183, 0.365], [0.099, -0.042, -0.143], [0.140, 0.185, -0.116], [0.074, -0.012, 0.091], [-0.489, 0.134, 0.073], [0.310, 0.102, -0.134], [-0.111, -0.226, -0.329], [0.007, -0.133, 0.211], [0.242, -0.167, 0.008], [-0.163, 0.174, -0.125], [-0.159, 0.120, 0.025], [-0.096, 0.051, 0.048], [0.390, -0.170, -0.298], [-0.531, 0.258, 0.191], [0.183, 0.104, -0.221], [0.182, 0.374, 0.221], [-0.074, -0.205, -0.077], [-0.107, -0.144, -0.134], [0.093, -0.038, 0.064], [-0.137, 0.342, -0.136], [0.056, -0.891, -0.048], [-0.033, 0.055, -0.128], [0.091, -0.042, 0.071], [0.118, -0.072, -0.058], [-0.012, 0.018, 0.069], [0.003, 0.044, 0.124], [-0.066, -0.022, 0.070], [-0.133, 0.016, -0.086], [-0.015, -0.046, -0.167], [0.109, 0.047, 0.069], [-0.119, -0.048, -0.059], [0.046, -0.062, 0.132], [0.175, -0.106, -0.016], [0.027, 0.017, -0.133], [-0.022, -0.083, -0.074], [-0.038, 0.064, 0.177], [-0.084, -0.075, -0.078], [0.058, -0.005, 0.113], [0.083, 0.143, 0.039], [-0.097, 0.097, -0.042], [-0.078, 0.075, -0.024], [0.023, -0.107, -0.139], [-0.039, -0.088, 0.203], [0.050, 0.613, 0.054], [0.158, -0.677, 0.101], [-0.132, 0.489, 0.103], [-0.050, 0.276, 0.015], [0.071, -0.015, -0.472], [0.031, -0.256, 0.384], [-0.126, 0.480, 0.218], [0.014, 0.292, 0.042], [0.096, -0.272, 0.088], [0.002, 0.025, -0.176], [-0.113, 0.270, 0.331], [0.131, -0.432, -0.643], [-0.019, 0.017, 0.027], [0.101, 0.022, 0.113], [0.002, -0.118, 0.075], [0.022, -0.159, -0.006], [0.008, -0.141, -0.099], [0.067, -0.085, -0.066], [-0.011, 0.027, -0.035], [-0.014, 0.053, 0.009], [0.919, 0.410, 0.591], [-0.279, -0.321, 0.036], [0.183, 0.010, 0.064], [0.068, -0.034, 0.110], [0.012, 0.051, -0.006], [-0.311, -0.359, 0.038], [0.242, 0.102, -0.130], [-0.087, 0.021, -0.107], [-0.124, -0.022, -0.052], [-0.035, -0.079, 0.033], [0.011, -0.078, 0.059]],
  "charge": 2,
  "lumo_energy_ev": -6.528,
  "energy_ha": -2344.58565,
  "e_homo_ev": -13.2,
  "gap_ev": 6.66
}